{
  "formula": "C29H41BiF5P2",
  "method": "ωB97M-V/def2-TZVPD",
  "elements": ["Bi", "C", "C", "C", "C", "C", "C", "H", "H", "H", "C", "H", "H", "H", "C", "H", "H", "H", "C", "H", "H", "H", "C", "H", "H", "H", "C", "C", "C", "C", "C", "C", "C", "C", "H", "H", "H", "H", "H", "H", "H", "H", "H", "H", "H", "H", "P", "C", "C", "P", "C", "C", "C", "H", "H", "H", "H", "H", "H", "H", "H", "H", "H", "H", "H", "H", "H", "F", "C", "C", "C", "F", "C", "F", "C", "F", "C", "F"],
  "positions_angstrom": [[-1.125, 1.555, 0.298], [-2.068, 2.884, -1.509], [-2.975, 1.759, -1.339], [-2.924, 2.965, 0.705], [-2.021, 3.630, -0.237], [-3.528, 1.810, 0.008], [-1.309, 3.232, -2.750], [-1.150, 2.356, -3.382], [-0.343, 3.698, -2.534], [-1.922, 3.949, -3.303], [-1.187, 4.819, 0.065], [-0.412, 4.976, -0.685], [-0.706, 4.732, 1.037], [-1.846, 5.687, 0.086], [-3.154, 3.372, 2.113], [-3.931, 4.138, 2.113], [-2.253, 3.791, 2.551], [-3.483, 2.538, 2.740], [-4.527, 0.865, 0.594], [-5.513, 1.317, 0.447], [-4.377, 0.707, 1.667], [-4.512, -0.101, 0.084], [-3.353, 0.770, -2.403], [-4.266, 1.147, -2.876], [-3.565, -0.224, -1.996], [-2.580, 0.680, -3.170], [3.940, -3.251, -1.636], [3.247, -3.193, -2.783], [2.470, -4.258, -3.488], [2.047, -5.490, -2.647], [1.198, -5.133, -1.467], [1.581, -4.733, -0.245], [2.957, -4.551, 0.315], [4.116, -4.409, -0.705], [3.025, -4.610, -4.376], [2.935, -6.070, -2.365], [1.554, -3.787, -3.889], [4.261, -5.358, -1.236], [4.446, -2.324, -1.314], [3.268, -2.235, -3.325], [5.042, -4.245, -0.115], [2.938, -3.641, 0.942], [0.781, -4.538, 0.483], [3.196, -5.375, 1.009], [1.455, -6.148, -3.317], [0.111, -5.199, -1.650], [0.830, 0.466, -0.894], [2.233, 1.433, -0.812], [0.578, -0.232, -2.451], [-1.003, -0.881, 1.006], [0.742, -0.821, 0.409], [-1.902, -2.054, 0.119], [-1.151, -1.050, 2.695], [2.303, 2.048, 0.098], [2.273, 2.094, -1.694], [3.068, 0.717, -0.854], [1.356, -1.011, -2.527], [0.763, 0.535, -3.223], [-0.410, -0.681, -2.631], [-0.636, -1.995, 2.916], [-2.209, -1.135, 2.968], [-0.696, -0.236, 3.266], [1.382, -0.514, 1.244], [1.075, -1.808, 0.035], [-2.898, -2.159, 0.581], [-1.337, -2.989, 0.266], [-2.028, -1.864, -0.956], [-0.702, 5.005, 2.921], [0.112, 3.869, 3.184], [0.153, 2.680, 2.577], [0.997, 1.796, 3.185], [1.259, 0.425, 2.863], [1.800, 2.078, 4.314], [2.609, 1.155, 4.864], [1.745, 3.325, 4.881], [2.484, 3.637, 5.955], [0.881, 4.226, 4.301], [0.794, 5.439, 4.875]],
  "forces_ev_per_angstrom": [[1.65, 0.96, 2.48], [-0.89, 0.66, 1.61], [0.32, 0.65, 0.77], [-1.58, 0.61, -2.55], [-2.79, -0.18, -1.37], [0.81, 1.82, 0.02], [-0.27, 0.05, 0.07], [0.01, 0.11, -0.01], [-0.15, -0.04, -0.03], [0.27, -0.02, -0.20], [0.05, 0.13, -0.06], [-0.08, 0.06, -0.08], [-0.14, 0.13, -0.38], [0.21, 0.21, 0.04], [-0.25, 0.04, 0.10], [-0.04, 0.03, 0.28], [-0.29, 0.00, -0.02], [-0.04, 0.09, -0.08], [0.00, 0.20, -0.17], [-0.09, -0.27, 0.16], [-0.04, 0.06, -0.15], [-0.07, 0.06, 0.06], [-0.15, 0.28, 0.12], [0.07, -0.27, -0.15], [-0.01, 0.16, -0.07], [-0.11, 0.01, 0.05], [-0.15, 0.69, -0.47], [0.49, 0.40, 0.33], [-0.43, -0.36, -0.08], [0.20, -0.28, -0.75], [-0.53, 0.28, 0.61], [-0.54, -0.24, -0.36], [0.48, 0.22, 0.08], [0.30, -0.42, 0.65], [-0.10, 0.15, 0.27], [-0.38, 0.15, -0.08], [0.24, -0.15, 0.07], [0.01, 0.38, 0.17], [-0.27, -0.44, -0.22], [0.05, -0.32, 0.22], [-0.49, -0.12, -0.36], [0.06, -0.25, -0.13], [0.21, -0.10, -0.26], [-0.13, 0.21, -0.20], [0.34, 0.32, 0.39], [0.55, 0.05, 0.16], [-1.80, -1.00, 0.57], [2.71, 0.57, -0.24], [0.99, -1.33, -1.98], [0.83, 1.16, -1.78], [0.59, -1.07, -0.13], [-0.59, -2.45, -0.35], [0.02, -1.40, 2.36], [-0.13, -0.30, -0.22], [0.03, -0.24, 0.34], [0.40, 0.65, 0.03], [-0.33, -0.09, -0.67], [-0.09, -0.33, 0.25], [0.30, 0.21, 0.31], [-0.19, 0.12, 0.75], [0.18, -0.06, -0.07], [-0.15, -0.26, -0.29], [-0.10, -0.22, -0.29], [0.04, 0.24, 0.14], [0.36, -0.02, -0.23], [-0.58, -0.29, -0.43], [0.20, 0.11, 0.40], [0.38, -1.38, -0.47], [0.51, 3.13, 2.45], [-0.32, -2.10, -1.25], [1.95, -0.20, 2.12], [-0.69, 1.19, -0.63], [-0.21, -0.71, -0.55], [-0.29, 0.21, -0.28], [0.20, 0.18, 0.26], [-0.39, -0.11, -0.53], [-0.03, 0.53, 0.35], [-0.09, -0.44, -0.41]],
  "lowdin_charge": [1.69, -0.33, -0.31, -0.39, -0.39, -0.33, -0.03, 0.07, 0.08, 0.10, -0.03, 0.08, 0.05, 0.11, -0.03, 0.11, 0.05, 0.09, -0.03, 0.10, 0.08, 0.07, -0.03, 0.10, 0.07, 0.07, -0.11, -0.14, -0.19, -0.20, -0.11, -0.14, -0.19, -0.20, 0.12, 0.10, 0.11, 0.10, 0.10, 0.09, 0.12, 0.11, 0.09, 0.12, 0.12, 0.10, 0.60, -0.25, -0.25, 0.62, -0.44, -0.25, -0.25, 0.07, 0.08, 0.07, 0.04, 0.07, 0.06, 0.08, 0.08, 0.05, 0.05, 0.06, 0.07, 0.05, 0.05, -0.03, -0.23, -0.09, -0.22, -0.08, -0.15, 0.11, -0.14, 0.13, -0.13, 0.12],
  "homo_lumo_gap_ev": 6.50,
  "total_charge": 1,
  "homo_energy_ha": -0.34633,
  "de_lowest_kcal_mol": 0.00
}



{
  "formula": "C26H58Br8N6O6",
  "method": "ωB97M-V/def2-TZVPD",
  "elements": ["C", "N", "C", "C", "O", "H", "H", "H", "H", "H", "H", "H", "C", "N", "C", "C", "O", "H", "H", "H", "H", "H", "H", "H", "C", "N", "C", "C", "O", "H", "H", "H", "H", "H", "H", "H", "C", "N", "C", "C", "O", "H", "H", "H", "H", "H", "H", "H", "C", "N", "C", "C", "O", "H", "H", "H", "H", "H", "H", "H", "C", "N", "C", "C", "O", "H", "H", "H", "H", "H", "H", "H", "Br", "C", "C", "Br", "H", "H", "H", "H", "Br", "C", "C", "Br", "H", "H", "H", "H", "Br", "C", "C", "Br", "H", "H", "H", "H", "Br", "C", "C", "Br", "H", "H", "H", "H"],
  "positions_angstrom": [[-1.453, 1.423, 2.818], [-2.837, 1.316, 3.055], [-3.771, 1.559, 2.131], [-5.182, 1.243, 2.560], [-3.506, 2.076, 1.046], [-1.210, 1.449, 1.771], [-1.005, 0.534, 3.336], [-0.909, 2.308, 3.259], [-3.039, 1.050, 4.020], [-5.927, 1.608, 1.783], [-5.422, 1.699, 3.524], [-5.298, 0.202, 2.724], [-3.512, 3.113, -1.805], [-2.255, 3.848, -2.032], [-1.325, 3.533, -2.943], [-0.083, 4.349, -3.075], [-1.612, 2.556, -3.671], [-4.067, 3.758, -1.153], [-3.305, 2.176, -1.250], [-4.026, 3.022, -2.771], [-2.087, 4.546, -1.330], [0.226, 4.305, -4.079], [0.737, 4.072, -2.445], [-0.303, 5.386, -2.777], [5.537, 5.618, 2.432], [5.448, 4.624, 1.408], [4.487, 3.709, 1.405], [4.520, 2.625, 0.367], [3.605, 3.688, 2.288], [5.809, 5.183, 3.420], [4.591, 6.094, 2.542], [6.268, 6.327, 2.063], [6.315, 4.421, 0.951], [5.331, 2.660, -0.359], [3.668, 2.677, -0.289], [4.456, 1.590, 0.743], [4.019, -2.380, 2.583], [2.636, -2.717, 2.988], [1.701, -2.826, 2.054], [0.362, -3.246, 2.548], [1.935, -2.535, 0.874], [3.930, -1.691, 1.722], [4.576, -3.232, 2.243], [4.489, -1.836, 3.433], [2.431, -2.500, 3.926], [0.213, -4.142, 1.989], [-0.258, -2.421, 2.279], [0.328, -3.556, 3.579], [3.869, 1.504, 5.526], [3.105, 1.429, 4.308], [2.377, 0.384, 3.893], [1.924, 0.418, 2.446], [1.871, -0.479, 4.675], [3.298, 2.050, 6.300], [4.762, 2.103, 5.476], [4.106, 0.492, 6.012], [3.300, 2.163, 3.630], [2.695, 0.050, 1.797], [1.638, 1.488, 2.184], [1.051, -0.212, 2.379], [-4.241, 0.047, -2.866], [-4.044, -1.295, -3.323], [-4.995, -2.243, -3.195], [-4.553, -3.583, -3.686], [-6.105, -2.056, -2.730], [-4.496, 0.042, -1.819], [-5.077, 0.534, -3.368], [-3.399, 0.687, -3.074], [-3.143, -1.519, -3.703], [-3.667, -3.629, -4.346], [-5.435, -4.081, -4.013], [-4.298, -4.165, -2.795], [-2.138, -2.167, -0.249], [-1.531, -0.365, -0.775], [-0.033, -0.340, -0.701], [0.812, 1.313, -1.382], [-2.136, 0.281, -0.145], [-1.871, -0.215, -1.822], [0.405, -1.211, -1.238], [0.222, -0.483, 0.355], [-2.471, -6.021, 1.743], [-2.751, -4.556, 2.930], [-4.116, -3.922, 2.892], [-4.248, -2.585, 4.297], [-1.977, -3.792, 2.825], [-2.564, -4.946, 3.889], [-4.899, -4.621, 2.982], [-4.172, -3.301, 1.976], [4.595, -5.804, -4.133], [4.569, -3.791, -4.088], [3.130, -3.432, -3.780], [3.237, -1.597, -3.184], [4.983, -3.484, -5.061], [5.204, -3.486, -3.265], [2.729, -4.028, -2.928], [2.430, -3.509, -4.606], [0.190, -0.032, -8.000], [-0.667, 0.332, -6.281], [-0.091, -0.391, -5.053], [-0.792, -2.330, -5.102], [-1.731, 0.073, -6.400], [-0.643, 1.452, -6.127], [-0.458, 0.003, -4.046], [1.017, -0.442, -5.122]],
  "forces_ev_per_angstrom": [[2.51, -0.24, 1.14], [-0.13, -0.04, 1.31], [-0.86, 1.03, -0.28], [-0.98, 1.27, -0.88], [0.08, -0.62, 0.29], [-0.10, -0.27, -0.43], [0.08, 0.68, -0.77], [-0.93, -0.50, -0.23], [-0.60, 0.01, -0.86], [1.06, -0.52, 0.99], [0.10, 0.22, -0.10], [-0.14, -1.17, -0.09], [1.19, 0.03, -0.38], [-0.15, 0.81, 1.05], [-1.74, -2.46, -0.63], [-0.84, 1.20, 0.97], [1.21, 0.92, 0.06], [-0.55, 0.10, 0.33], [-0.40, 0.45, -0.73], [0.10, -0.42, 0.42], [0.38, 0.20, -0.13], [0.43, 0.05, -1.25], [0.30, -0.69, 0.45], [0.04, -0.16, -0.34], [0.48, -0.26, 0.67], [0.67, 0.10, -0.34], [-1.50, -1.70, 1.44], [0.24, -0.74, -0.92], [0.75, 0.30, -0.94], [0.02, 0.35, -0.59], [-0.68, 0.44, 0.12], [0.17, 0.32, 0.43], [-0.05, -0.17, -0.52], [0.47, 0.20, 0.34], [-0.79, 0.37, 0.00], [0.19, 0.64, 0.42], [-1.16, 1.63, 0.26], [2.86, -0.38, -0.65], [0.33, 0.92, -0.60], [0.96, -0.17, -0.31], [-0.49, -0.70, 0.48], [0.30, -0.29, 0.37], [0.28, -0.49, 0.15], [-0.08, -0.62, -0.62], [-0.77, 0.02, 1.04], [-0.96, -0.54, -0.75], [-1.12, 0.11, -0.05], [0.06, 0.45, 0.53], [-0.85, -0.97, 2.43], [1.27, 0.16, -0.57], [-2.60, -1.21, 1.53], [-0.39, 1.68, 0.60], [1.83, 1.41, -1.23], [-0.09, -0.35, -0.16], [0.51, -0.06, -0.79], [-0.38, 1.33, -1.14], [-0.05, -0.21, -0.11], [0.30, -0.06, -0.50], [0.49, -1.29, 0.05], [-0.15, -0.16, -0.14], [-0.83, 0.44, -0.19], [0.19, 0.57, -0.08], [0.50, -0.09, -0.47], [0.66, -0.70, 0.89], [0.08, 0.30, 0.14], [0.09, 0.18, 0.59], [-0.24, -0.16, -0.14], [0.53, -0.09, 0.04], [-0.01, -0.36, -0.13], [-0.74, 0.20, 0.06], [-0.48, -0.44, -0.96], [0.23, 0.09, 0.12], [0.14, 0.21, -0.11], [-0.89, -0.05, -1.66], [0.37, -0.98, 0.84], [-0.44, -0.67, 0.37], [0.53, 0.35, 0.16], [0.14, -0.23, 0.73], [-0.21, 0.87, 0.16], [0.50, 0.36, -0.37], [-0.10, -0.08, -0.54], [0.34, 1.08, 0.59], [1.20, 1.34, -1.49], [-0.01, -0.12, 0.21], [-0.20, -0.22, -0.59], [0.04, -0.71, 1.26], [-0.97, -0.59, 0.13], [-0.42, -0.65, 0.39], [0.24, 0.67, -0.07], [-0.32, -1.38, -0.28], [0.14, -0.35, 0.63], [-0.47, 0.59, 0.06], [-0.46, 0.06, 0.54], [0.16, -0.18, -0.08], [0.45, 0.54, -0.62], [0.14, 0.10, -0.15], [-0.03, -0.09, 0.58], [-0.89, 1.19, 0.90], [-0.18, -0.41, -0.05], [0.65, 1.15, 0.18], [0.51, 0.07, -0.06], [0.24, -1.29, -0.08], [0.52, -0.30, -1.65], [-0.84, -0.17, 0.38]],
  "lowdin_charge": [-0.09, 0.00, -0.54, 0.00, 0.02, 0.06, 0.10, 0.11, 0.15, 0.11, 0.08, 0.04, -0.06, 0.02, -0.57, -0.01, -0.03, 0.08, 0.06, 0.09, 0.13, 0.07, 0.04, 0.09, -0.07, 0.00, -0.52, 0.01, 0.00, 0.10, 0.08, 0.09, 0.14, 0.08, 0.05, 0.09, -0.05, 0.03, -0.58, -0.01, 0.01, 0.07, 0.07, 0.09, 0.09, 0.07, 0.05, 0.09, -0.08, 0.02, -0.50, -0.01, -0.02, 0.08, 0.07, 0.11, 0.09, 0.06, 0.11, 0.05, -0.10, 0.01, -0.58, 0.00, 0.05, 0.08, 0.10, 0.05, 0.06, 0.06, 0.07, 0.09, 0.68, -0.64, -0.67, 0.68, 0.02, 0.03, 0.05, 0.02, 0.67, -0.78, -0.67, 0.63, 0.01, 0.03, 0.04, 0.04, 0.55, -0.66, -0.71, 0.65, 0.06, 0.03, 0.06, 0.04, 0.59, -0.73, -0.56, 0.54, 0.04, 0.07, 0.05, 0.03],
  "smiles": "CNC(C)=O.CNC(C)=O.CNC(C)=O.CNC(C)=O.CNC(C)=O.CNC(C)=O.BrCCBr.BrCCBr.BrCCBr.BrCCBr",
  "homo_lumo_gap_ev": 9.26,
  "homo_energy_ha": -0.33551,
  "de_lowest_kcal_mol": 0.00
}



{
  "formula": "C5H10O",
  "method": "ωB97M-V/def2-TZVPD",
  "elements": ["C", "C", "O", "C", "C", "C", "H", "H", "H", "H", "H", "H", "H", "H", "H", "H"],
  "positions_angstrom": [[0.829, 0.711, 1.726], [-0.355, 0.398, 0.842], [-0.219, 1.014, -0.438], [-0.383, -0.677, -0.151], [-1.438, 0.375, -1.495], [0.901, -1.342, -0.541], [0.796, 1.756, 2.053], [1.777, 0.547, 1.211], [0.802, 0.076, 2.618], [-1.310, 0.637, 1.326], [-2.391, 0.313, -0.976], [-1.372, 1.311, -2.069], [-1.309, -0.459, -2.187], [1.015, -2.227, 0.100], [1.807, -0.728, -0.444], [0.850, -1.704, -1.575]],
  "forces_ev_per_angstrom": [[0.06, -0.05, 0.00], [0.02, 0.00, 0.15], [0.00, 0.15, -0.08], [0.27, -0.15, 0.15], [-0.28, 0.14, -0.32], [-0.01, 0.03, -0.05], [-0.02, -0.14, -0.05], [-0.14, 0.02, 0.07], [-0.02, 0.07, -0.10], [0.12, -0.04, -0.06], [0.17, -0.03, -0.05], [0.03, -0.16, 0.12], [-0.01, 0.08, 0.14], [-0.05, 0.11, -0.07], [-0.16, -0.07, 0.01], [0.00, 0.03, 0.15]],
  "lowdin_charge": [-0.04, -0.41, -0.13, -0.14, -0.01, -0.10, 0.08, 0.07, 0.09, 0.14, 0.08, 0.08, 0.06, 0.09, 0.07, 0.07],
  "homo_lumo_gap_ev": 8.65,
  "homo_energy_ha": -0.27669,
  "de_lowest_kcal_mol": 135.50
}